Record 1
155
Properties=species:S:1:pos:R:3:forces:R:3 method="wB97M-V/def2-TZVPD" total_energy_ha=-9865.37175
C 0.8747 3.9429 2.2369 -1.393 0.207 1.054
C -0.0372 2.6833 2.3899 1.015 0.943 -0.456
C 0.0212 1.7585 1.1481 0.225 0.774 1.248
I 2.1294 1.6997 0.5239 -0.043 -0.323 -0.078
P -0.7774 -0.0185 1.3453 -0.619 0.419 -0.994
C -2.4541 0.7905 1.5227 -0.424 0.298 -0.312
C -2.9816 1.4124 0.2000 0.136 0.349 0.526
C -4.5170 1.5803 0.2516 1.557 0.879 0.437
S -5.0387 3.0711 -0.6973 -0.965 -1.922 0.253
C -0.2241 -0.3666 -0.4339 -1.517 -0.883 0.047
C -1.1054 -1.3130 -1.2961 0.977 0.135 -0.562
C -0.7073 -1.0510 -2.7716 -0.067 -0.666 0.693
Cl -0.6977 -2.6314 -3.6657 -0.192 0.487 0.117
C 0.3420 -0.4542 2.7641 1.214 -0.097 -0.094
C 1.1037 -1.8042 2.5464 -0.845 1.258 1.091
C 2.5194 -1.7413 3.1051 -0.424 -1.341 -0.640
F 3.3519 -1.0299 2.3259 0.266 0.366 -0.055
Br 2.5586 -1.0403 4.9299 -0.007 0.127 -0.139
C 3.0946 -3.1984 3.1747 -0.325 1.065 0.842
F 2.4205 -3.8452 4.1365 -0.454 -0.590 -0.259
F 4.3535 -3.1564 3.6120 0.726 -0.124 -0.420
Br 2.9639 -4.1209 1.4919 0.211 -0.088 0.132
C -1.6607 -1.7409 1.4898 -0.213 -0.377 0.978
C -2.0421 -2.1517 2.9041 -0.301 -0.540 -0.354
O -1.9284 -3.3166 3.2166 0.372 -0.200 0.191
N -2.5239 -1.1986 3.8824 0.333 -1.199 0.231
C -4.0079 -1.2625 3.9515 0.064 1.264 -0.668
C -1.9835 -1.6434 5.1825 0.025 0.501 0.210
H 1.8603 3.7941 2.6537 0.242 -0.085 -0.450
H 0.4114 4.7159 2.8646 0.153 0.089 -0.043
H 0.8750 4.3438 1.2267 0.300 -0.142 -0.078
H -1.0293 3.1038 2.5639 -0.277 -0.504 -0.282
H 0.2669 2.2173 3.3299 -0.124 -0.384 -0.126
H -0.4425 2.3267 0.3410 0.056 -0.242 -0.208
H -3.2252 0.0991 1.8540 0.353 -0.326 0.088
H -2.4760 1.5791 2.2753 0.279 -0.097 0.059
H -2.6260 0.9231 -0.7008 -0.195 -0.129 -0.037
H -2.5847 2.4301 0.1632 0.136 -0.074 -0.205
H -5.0663 0.6810 -0.0255 -0.064 0.171 -0.381
H -4.7451 1.7862 1.3006 -0.237 -0.080 -0.055
H -3.9989 3.9183 -0.6932 0.319 -0.759 0.486
H -0.2062 0.5667 -0.9930 0.441 0.231 0.348
H 0.7528 -0.8480 -0.4274 0.243 0.445 0.077
H -0.8137 -2.3445 -1.1073 -0.370 -0.062 0.264
H -2.1792 -1.1873 -1.1819 -0.005 -0.009 0.118
H 0.3174 -0.6954 -2.8193 -0.008 0.134 -0.124
H -1.3935 -0.3530 -3.2353 0.097 -0.067 -0.261
H -0.1715 -0.4319 3.7229 -0.396 -0.183 -0.227
H 1.1406 0.2748 2.9078 -0.286 0.385 -0.439
H 1.1080 -2.0243 1.4844 0.362 -0.326 0.035
H 0.5925 -2.5752 3.1235 -0.037 -0.304 -0.406
H -1.0719 -2.5892 1.1356 -0.045 0.029 -0.085
H -2.6073 -1.7726 0.9431 0.125 0.284 -0.259
H -4.4448 -1.5958 3.0078 0.228 -0.049 0.312
H -4.3728 -1.8932 4.7633 0.118 -0.149 -0.066
H -4.3523 -0.2283 4.0867 -0.183 -0.393 0.137
H -0.9311 -1.9140 5.0933 0.031 0.129 0.015
H -2.0709 -0.8120 5.8870 -0.030 -0.031 0.022
H -2.4997 -2.5150 5.5912 -0.036 -0.014 -0.064
C -6.1651 -2.7849 -0.5609 0.144 0.081 0.108
C -6.1506 -2.1961 0.7759 -0.185 0.063 0.130
N -6.2031 -1.7293 1.8258 -0.109 -0.137 -0.447
H -6.8494 -2.2238 -1.1926 -0.036 -0.036 -0.008
H -5.1676 -2.7560 -0.9982 0.009 0.013 0.023
H -6.5021 -3.8173 -0.5066 -0.053 0.008 -0.021
C 6.2467 -1.4470 5.3540 0.187 0.015 0.182
C 7.3058 -1.3402 6.3582 0.039 0.012 0.012
N 8.1361 -1.2562 7.1476 -0.130 -0.003 -0.113
H 6.2033 -0.5337 4.7637 -0.028 -0.001 -0.015
H 6.4469 -2.2869 4.6938 0.006 -0.010 -0.011
H 5.2868 -1.5995 5.8425 0.030 -0.007 -0.033
C -0.4722 -3.0203 -7.0762 -0.100 0.135 -0.315
C -1.0830 -2.3869 -8.2465 0.060 0.031 -0.033
N -1.5636 -1.8946 -9.1673 0.046 -0.088 0.129
H -1.0668 -2.8176 -6.1891 0.037 -0.057 -0.086
H -0.4174 -4.0951 -7.2252 -0.043 -0.022 0.057
H 0.5324 -2.6283 -6.9271 -0.015 0.064 -0.004
C -4.1517 1.6636 7.1341 0.005 -0.011 -0.145
C -3.9636 1.9191 5.7070 -0.038 -0.017 0.552
N -3.8132 2.1239 4.5919 0.095 0.158 -0.417
H -3.1906 1.4593 7.6016 0.001 -0.004 0.007
H -4.6017 2.5336 7.6076 -0.006 -0.001 0.007
H -4.8054 0.8041 7.2707 0.000 -0.007 0.000
C -6.9806 -3.5562 -4.7944 -0.093 -0.012 0.068
C -7.7957 -3.8119 -3.6092 -0.150 -0.003 0.142
N -8.4394 -3.9980 -2.6746 0.200 0.024 -0.234
H -5.9265 -3.6301 -4.5406 0.067 -0.013 -0.009
H -7.2129 -4.2869 -5.5657 0.013 -0.010 -0.015
H -7.1870 -2.5571 -5.1735 0.004 -0.006 -0.003
C 1.8553 1.1251 -5.5045 -0.034 0.269 0.478
C 1.4037 1.7647 -4.2697 0.169 -0.051 0.081
N 1.0529 2.2677 -3.2979 -0.081 0.032 -0.102
H 1.3275 1.5462 -6.3503 -0.103 0.009 0.022
H 2.9240 1.2874 -5.6279 0.011 -0.045 0.065
H 1.6604 0.0573 -5.4592 -0.014 -0.007 -0.024
C 5.8042 0.8950 -1.2703 -0.110 -0.018 -0.087
C 4.8517 0.5765 -2.3329 -0.106 -0.014 -0.049
N 4.1005 0.3277 -3.1657 0.174 0.012 0.093
H 5.7067 0.1733 -0.4614 -0.019 0.002 0.009
H 6.8189 0.8600 -1.6614 0.009 0.011 0.003
H 5.6044 1.8931 -0.8847 -0.006 0.008 0.004
C 3.4762 0.6456 -9.6976 -0.104 -0.030 0.089
C 2.3630 0.3402 -8.8002 -0.059 -0.056 -0.027
N 1.4886 0.0998 -8.0952 0.172 -0.154 -0.467
H 4.3964 0.7403 -9.1247 0.008 0.001 -0.001
H 3.5898 -0.1535 -10.4270 -0.004 -0.003 -0.008
H 3.2822 1.5802 -10.2195 -0.002 0.003 -0.009
C -0.8572 -7.1428 -2.9867 0.099 0.097 -0.015
C -0.9197 -6.1628 -4.0674 -0.043 0.019 -0.070
N -0.9666 -5.3879 -4.9132 0.030 -0.261 0.092
H 0.1185 -7.1016 -2.5056 0.010 0.035 -0.010
H -1.6282 -6.9254 -2.2507 -0.019 0.005 -0.014
H -1.0182 -8.1403 -3.3871 -0.019 0.005 -0.031
C 4.8449 4.4286 4.7265 -0.079 0.048 -0.109
C 4.2204 5.0642 3.5672 0.005 0.005 -0.051
N 3.7277 5.5551 2.6531 0.185 0.019 0.174
H 4.2738 4.6573 5.6239 -0.001 -0.002 0.009
H 4.8703 3.3499 4.5843 -0.005 -0.007 -0.008
H 5.8615 4.7972 4.8460 0.010 -0.007 0.004
C 5.6487 7.9757 1.1685 0.026 -0.005 -0.162
C 5.8908 8.3626 -0.2207 -0.049 -0.085 0.354
N 6.0791 8.6665 -1.3095 0.125 0.069 -0.217
H 6.5980 7.8265 1.6801 0.013 -0.010 -0.013
H 5.0887 8.7576 1.6773 -0.023 -0.005 -0.005
H 5.0774 7.0503 1.2017 -0.032 0.014 0.026
C 2.7198 -6.1275 5.8498 -0.026 -0.261 0.135
C 2.4146 -7.4466 6.4054 0.008 -0.031 0.043
N 2.1756 -8.4821 6.8412 0.035 0.155 -0.073
H 2.5974 -6.1454 4.7711 -0.016 -0.026 -0.011
H 2.0474 -5.3841 6.2717 -0.014 0.009 -0.017
H 3.7464 -5.8558 6.0878 0.008 0.012 -0.005
C -1.7234 3.9992 -4.0731 -0.021 0.000 0.085
C -2.1021 2.7410 -3.4403 0.026 -0.067 0.030
N -2.3988 1.7499 -2.9429 0.020 0.116 -0.184
H -1.8170 3.9105 -5.1537 -0.008 -0.005 -0.009
H -2.3746 4.7980 -3.7218 -0.040 -0.015 -0.008
H -0.6914 4.2358 -3.8200 0.015 -0.073 0.018
C -6.0985 7.8275 -1.0087 0.011 -0.150 0.028
C -5.8351 6.3973 -1.1612 -0.080 -0.024 0.035
N -5.6381 5.2705 -1.2746 -0.364 2.092 -0.799
H -5.1637 8.3814 -1.0635 0.002 0.010 0.001
H -6.7610 8.1657 -1.8026 -0.003 0.007 -0.005
H -6.5694 8.0164 -0.0459 0.001 0.006 0.002
C 9.7915 7.7345 -1.2950 -0.020 -0.179 0.068
C 9.4629 6.4212 -0.7348 -0.023 0.048 -0.013
N 9.2060 5.3920 -0.2935 0.025 0.160 -0.042
H 9.6889 7.7086 -2.3776 -0.034 0.000 -0.005
H 9.1157 8.4882 -0.8966 -0.041 -0.012 -0.024
H 10.8170 7.9953 -1.0417 0.005 -0.004 0.014
C -3.7159 -10.0228 -2.0239 -0.011 0.110 -0.116
C -3.7487 -9.0312 -3.0990 -0.082 0.006 -0.059
N -3.7747 -8.2529 -3.9440 0.011 -0.135 0.172
H -2.7461 -10.0004 -1.5302 0.002 -0.009 0.013
H -4.4923 -9.8009 -1.2949 -0.001 -0.002 0.010
H -3.8845 -11.0161 -2.4341 0.002 -0.009 0.002



Record 2
26
Properties=species:S:1:pos:R:3:forces:R:3 method="wB97M-V/def2-TZVPD" de_lowest_kj_mol=112.8 charge=-2
Zn -6.5910 2.2475 -31.6806 -0.630 1.911 -0.793
S -5.0035 5.2653 -31.9151 1.192 0.755 -0.468
O -5.7760 6.1047 -31.0078 -0.323 0.179 0.275
O -3.5617 5.2438 -31.5361 -0.354 0.053 -0.142
O -5.4620 3.8214 -31.7178 0.091 -1.054 0.104
O -5.1652 5.6210 -33.3315 -0.039 -0.176 0.442
S -9.2290 2.8321 -33.5607 -1.641 -0.219 -0.694
O -10.0117 1.5601 -33.5227 0.021 -0.140 -0.063
O -9.8354 3.8208 -32.6595 0.196 -0.047 0.233
O -7.8722 2.4410 -33.0495 1.217 -0.192 -0.225
O -9.0824 3.3377 -34.9340 0.011 -0.267 0.434
O -3.0481 2.4076 -31.5827 -0.048 -1.052 -0.325
H -2.3019 2.4292 -32.1868 0.038 0.205 0.071
H -3.7722 2.8653 -32.0696 -0.038 0.736 0.628
O -7.9950 2.7237 -30.0755 0.097 -0.258 0.799
H -7.6322 2.8550 -29.1949 -0.001 0.271 -0.068
H -8.9534 2.7229 -29.9818 -0.070 0.185 -0.630
O -5.1246 1.2859 -33.1119 0.190 -0.512 -0.274
H -4.3602 0.7339 -32.9155 0.061 0.164 0.036
H -5.4890 0.9606 -33.9432 -0.315 0.276 0.047
O -7.4578 0.2974 -31.5799 0.133 -1.207 0.259
H -7.5850 -0.2772 -30.8206 0.008 0.081 0.028
H -7.9908 -0.0599 -32.3026 -0.331 0.689 -0.144
O -5.3033 1.5523 -30.1961 0.368 -1.390 0.586
H -4.4783 1.3620 -30.6748 0.220 0.528 0.017
H -5.0170 1.8206 -29.3199 -0.055 0.481 -0.134



Record 3
77
Properties=species:S:1:pos:R:3:forces:R:3 method="wB97M-V/def2-TZVPD" de_lowest_kj_mol=0.0
Pd -0.2910 -0.5059 0.0012 -0.459 0.008 0.362
Cl -3.1515 -2.2452 0.6041 -0.298 0.270 0.426
C -2.2518 -2.8599 -0.7375 0.311 0.117 0.037
C -1.2236 -2.0582 -1.2718 -0.281 -0.532 0.066
C -0.7615 -2.6056 -2.4736 0.216 0.986 0.388
Cl 0.3649 -1.6089 -3.3772 0.402 -0.267 -0.316
C -1.1472 -3.8027 -3.0266 0.157 -0.716 -0.782
Cl -0.4941 -4.3718 -4.5532 -0.144 0.247 0.433
C -2.0724 -4.5955 -2.3608 -0.016 -0.369 -0.434
Cl -2.5654 -6.1092 -3.0293 0.036 -0.015 0.059
C -2.6409 -4.1204 -1.1982 -0.134 0.299 0.210
Cl -3.8283 -5.0710 -0.3700 0.103 0.089 -0.094
C 5.4458 -1.7161 -1.7425 0.752 -0.454 0.249
N 5.1284 -0.2896 -1.6595 0.535 -0.414 0.025
C 6.0893 0.5354 -2.3858 -0.155 0.156 -0.573
C 3.8359 0.0343 -1.8043 0.889 -0.024 0.027
N 2.7419 0.3697 -1.9073 -0.636 0.243 -0.140
H 6.5246 -1.8944 -1.4814 -0.958 0.450 -0.454
H 5.2174 -2.1354 -2.7348 0.174 0.097 0.212
H 4.8952 -2.2569 -0.9901 -0.429 -0.157 0.140
H 7.1065 0.3704 -2.0244 -0.234 -0.213 0.057
H 5.8551 1.5747 -2.2290 -0.121 0.400 0.047
H 6.0446 0.3334 -3.4727 0.135 0.026 0.332
C -0.5621 -2.7094 2.8187 0.169 -0.323 0.807
C 0.2719 -1.6063 3.4586 -0.229 0.511 -0.432
C -0.1461 -1.4985 4.9321 -0.959 -0.708 -0.181
P 0.2226 -0.0738 2.3149 0.663 0.120 0.814
C -1.0721 1.0991 3.0673 0.820 0.528 -0.509
C -2.3924 0.3470 3.1024 0.224 -0.310 -0.095
C -0.7971 1.8721 4.3734 -0.407 -0.152 -0.942
C 1.9030 0.7582 2.7302 -0.069 0.523 0.123
C 2.5049 0.6726 4.1569 -1.358 0.169 -0.071
C 2.9905 0.3241 1.7466 -0.315 -0.587 -0.461
H -0.4112 -3.6464 3.3778 -0.114 0.141 -0.148
H -0.3481 -2.8822 1.7776 0.156 0.051 -0.413
H -1.5989 -2.4168 2.9143 -0.343 -0.201 -0.124
H 1.3222 -1.8724 3.3965 0.338 -0.140 0.049
H -1.2511 -1.5283 5.0213 0.544 0.168 -0.110
H 0.1932 -0.6497 5.4747 0.453 0.802 0.230
H 0.1657 -2.3739 5.5071 0.262 -0.132 -0.204
H -1.1244 1.8601 2.2571 -0.080 -0.352 0.296
H -2.3821 -0.4220 3.8809 -0.055 0.085 -0.216
H -2.5465 -0.1296 2.1288 -0.169 0.003 0.192
H -3.2229 1.0022 3.3260 -0.283 0.326 -0.014
H -0.7585 1.2081 5.1995 -0.107 -0.611 0.896
H -1.6223 2.5713 4.5289 0.031 0.036 0.081
H 0.1266 2.4263 4.3816 0.346 0.278 -0.265
H 1.6782 1.8203 2.5022 0.065 -0.300 0.163
H 2.8069 -0.3473 4.3781 -0.026 -0.141 0.137
H 1.8000 1.0304 4.9260 0.209 -0.354 -0.220
H 3.3741 1.3052 4.2493 0.443 0.215 -0.189
H 3.2675 -0.7345 1.9149 0.027 0.407 0.034
H 3.8889 0.9484 1.8143 -0.096 -0.107 0.181
H 2.6224 0.3753 0.7193 0.005 0.040 0.025
C -1.6234 3.3109 -3.6934 -0.485 -0.181 -1.394
N -1.1493 1.8611 -3.6987 0.373 0.050 0.011
C -2.3786 0.9271 -3.7619 0.215 -0.301 -0.539
N -3.3316 1.2524 -2.7780 -0.104 -0.104 -0.277
C -3.7244 2.6314 -2.8616 -0.140 0.577 -0.474
N -2.5867 3.5435 -2.6852 0.387 -0.145 0.504
C -1.9804 3.3579 -1.3583 0.737 0.295 0.620
P -1.2970 1.6062 -0.8889 0.449 0.352 -0.315
C -0.2828 1.5862 -2.4961 -0.636 0.617 0.547
C -2.8709 0.8479 -1.4634 -0.135 -0.366 0.018
H -2.1149 3.4758 -4.6623 0.204 -0.109 0.018
H -0.7308 3.9425 -3.6628 -0.189 -0.048 0.419
H -0.5580 1.6697 -4.5182 -0.393 0.195 0.126
H -2.0051 -0.1096 -3.6438 -0.150 0.584 -0.087
H -2.7998 1.0952 -4.7585 0.114 -0.140 0.021
H -4.5161 2.8533 -2.1312 0.417 -0.060 -0.107
H -4.1208 2.8256 -3.8680 -0.095 -0.075 0.164
H -2.7310 3.6459 -0.6289 -0.057 0.031 0.280
H -1.1321 4.0661 -1.2604 -0.448 -0.203 -0.028
H 0.1481 0.6187 -2.6821 0.491 -0.069 0.320
H 0.4609 2.4139 -2.4274 -0.296 -0.810 -0.119
H -3.6392 1.1017 -0.7480 -0.263 0.031 0.400
H -2.7607 -0.2244 -1.4752 0.012 -0.332 0.185



Computed values of molar mass (unit: g mol⁻¹) for the preceding records, in sequence: 1364.5; 347.6; 744.3.